1.
The following is a quantum chemistry calculation of the molecule C3H3NOS in a non-equilibrium geometry, from the OMol25 dataset.

Each line ends with the Mulliken charge.
Element x y z (Å)
N  1.1663  -1.6717  2.1160  -0.3597
C  0.5151  -1.0374  1.3752  0.1951
C  -0.2208  -0.0863  0.6250  0.2308
S  -1.7162  0.2937  1.1005  -0.2315
C  0.3393  0.2922  -0.7296  -0.2683
O  -0.4403  1.1292  -1.4769  -0.4447
H  0.4812  -0.7004  -1.1253  0.3008
H  1.2421  0.8540  -0.6255  0.2993
H  -1.3668  0.9267  -1.2594  0.2781

The SMILES is N#CC(=S)CO. Its relative energy (zero: lowest compared OMol25 entry of this formula, charge and spin) is 117.2 kJ/mol.


2.
The following is a quantum chemistry calculation of a 2-piece molecular cluster, C2H3I3O overall in a non-equilibrium geometry, from the OMol25 dataset.

Each line ends with the Mulliken charge.
Element x y z (Å)
O  -1.0819  -0.1438  0.3870  -0.4689
C  -0.1007  -0.6423  -0.3948  0.1022
C  0.5872  -1.5968  0.2259  -0.7720
I  0.0325  -2.1413  2.2208  -0.0039
H  -1.6353  0.5040  -0.1249  0.3234
H  -0.0514  -0.4189  -1.3883  0.4256
H  1.2740  -2.3248  -0.2585  0.3995
I  4.7437  -0.3364  -0.5233  -0.0103
I  3.6071  1.5716  0.9206  0.0043

The SMILES is O/C=C\I.II. Its relative energy (zero: lowest compared OMol25 entry of this formula, charge and spin) is 24.3 kJ/mol.


3.
The following is a quantum chemistry calculation of the molecule C6H11N in a non-equilibrium geometry, from the OMol25 dataset.

Each line ends with the Mulliken charge.
Element x y z (Å)
C  -2.4300  -1.1307  -0.7855  -0.8771
C  -1.4776  -0.6928  0.0348  -0.2744
C  -0.0826  -0.4021  -0.3392  0.6600
N  0.4505  -1.1279  -1.4373  -0.6015
C  0.6450  0.5143  0.3262  0.6756
C  2.1423  0.3277  0.4065  -1.3760
C  -0.0152  1.5516  1.1770  -1.6551
H  -3.4174  -1.2826  -0.3644  0.2672
H  -2.2270  -1.6402  -1.7187  0.2476
H  -1.7011  -0.4508  1.0666  0.3717
H  -0.2499  -1.2662  -2.1497  0.1862
H  1.2612  -0.6407  -1.7859  0.2258
H  2.6188  1.0647  1.0483  0.3645
H  2.6335  0.3475  -0.5752  0.3174
H  2.3912  -0.6688  0.7774  0.3229
H  -1.0619  1.6797  0.9184  0.4064
H  0.0124  1.3071  2.2515  0.3066
H  0.5077  2.5101  1.1494  0.4322

The SMILES is C=CC(N)=C(C)C. Its relative energy (zero: lowest compared OMol25 entry of this formula, charge and spin) is 145.8 kJ/mol.


4.
The following is a quantum chemistry calculation of C32H37CsN7O5S as an isolated structure in a non-equilibrium geometry, from the OMol25 dataset.

Each line ends with the Mulliken charge.
Element x y z (Å)
Cs  -0.0443  0.7695  1.8075  1.4453
C  3.7530  0.7337  -1.3105  -0.5459
O  3.6223  2.1370  -1.4357  -0.3294
C  3.8427  2.8267  -0.2176  -0.8112
C  2.8289  2.5302  0.8651  -0.1166
O  1.5297  2.9887  0.5272  0.0719
C  1.1390  4.1843  1.1788  -0.9714
C  -0.3277  4.4429  0.9094  0.3671
O  -1.1014  3.7470  1.8615  -0.2833
C  -2.4876  3.8070  1.5925  -0.5329
H  4.7239  0.4730  -0.8671  0.3496
H  3.7004  0.3174  -2.3158  0.2696
H  2.9603  0.2876  -0.7027  0.1565
H  3.8360  3.8898  -0.4687  0.2758
H  4.8403  2.5737  0.1773  0.3799
H  3.1671  2.9779  1.8039  0.3824
H  2.7630  1.4573  1.0517  -0.1375
H  1.7380  5.0315  0.8153  0.2635
H  1.2884  4.0857  2.2609  0.3667
H  -0.5718  4.1064  -0.1042  -0.4032
H  -0.5360  5.5219  0.9698  0.4034
H  -2.8566  4.8371  1.6924  0.3296
H  -2.9895  3.1597  2.3076  0.2164
H  -2.7111  3.4329  0.5900  0.1125
C  -7.3854  -0.2663  -0.3019  -0.8449
C  -6.3643  -1.3985  -0.3545  -0.4496
N  -5.3214  -1.2837  0.6423  -0.2562
C  -4.2933  -0.3533  0.5002  0.2789
S  -3.4480  0.0500  1.9454  -0.5552
N  -4.1630  0.1614  -0.6936  -0.7613
N  -2.9926  0.8157  -0.9413  0.3028
C  -3.0641  1.9511  -1.5239  0.0177
C  -4.3503  2.6925  -1.7596  -1.0810
C  -1.7871  2.5535  -1.9917  0.5174
C  -1.7736  3.8088  -2.6107  -0.6762
C  -0.5728  4.3418  -3.0508  -0.7966
C  0.5918  3.6116  -2.8824  -0.7417
C  0.4869  2.3667  -2.2748  0.2959
N  -0.6532  1.8513  -1.8363  0.1510
H  -8.1193  -0.3555  -1.1065  0.3180
H  -6.8762  0.6919  -0.4042  0.1445
H  -7.9241  -0.2665  0.6484  0.2778
H  -5.8823  -1.4130  -1.3311  0.2645
H  -6.8590  -2.3646  -0.2161  0.3695
H  -5.6170  -1.3382  1.6056  0.2252
H  -5.1449  2.2106  -1.1953  0.0656
H  -4.6346  2.6960  -2.8160  0.3281
H  -4.2663  3.7326  -1.4374  0.3299
H  -2.6928  4.3593  -2.7456  0.3478
H  -0.5520  5.3159  -3.5251  0.3642
H  1.5548  3.9820  -3.2061  0.5166
H  1.3749  1.7610  -2.1203  -0.0512
N  4.2841  -9.4899  0.2700  -0.5502
C  3.9009  -8.4068  0.2986  -0.0362
C  3.4229  -7.0504  0.3354  0.6093
C  4.3334  -5.9984  0.4195  -0.9117
C  3.8703  -4.6966  0.4543  -0.0089
C  2.5040  -4.4271  0.3951  -0.5899
C  1.6027  -5.4865  0.3253  -0.1793
C  2.0556  -6.7947  0.2916  -0.8734
C  2.0196  -3.0199  0.4392  1.3302
C  2.3149  -2.2946  1.6981  0.0642
C  2.5699  -3.0145  2.9798  -0.9387
C  2.7124  -2.0756  3.9096  -1.0552
C  2.5918  -0.7261  3.2521  0.3426
N  2.3438  -1.0247  1.8192  0.1441
C  1.3218  -2.5269  -0.6022  -0.0102
C  0.9896  -3.2402  -1.8529  -0.9136
C  0.2256  -2.4054  -2.5691  -1.1608
C  0.0951  -1.1774  -1.7645  -0.0184
N  0.7425  -1.2366  -0.6540  0.3020
H  5.3937  -6.2082  0.4573  0.4401
H  4.5716  -3.8751  0.5251  0.5452
H  0.5417  -5.2769  0.2971  0.5809
H  1.3559  -7.6175  0.2344  0.4460
H  2.5931  -4.0861  3.1077  0.4912
H  2.8700  -2.2062  4.9680  0.4597
H  3.5248  -0.1457  3.3111  0.1895
H  1.3081  -4.2362  -2.1124  0.5397
H  -0.2226  -2.5787  -3.5343  0.4667
H  -0.4956  -0.3011  -2.0062  0.2692
O  1.5611  -0.0091  3.8230  -0.3947
O  1.7198  1.3998  3.4786  -0.7396

As for the total charge: -1. Its relative energy (zero: lowest compared OMol25 entry of this formula, charge and spin) is 74.4 kJ/mol.


5.
The following is a quantum chemistry calculation of C30H44N5O2S4SiSr as an isolated structure in a non-equilibrium geometry, from the OMol25 dataset.

Each line ends with the Mulliken charge.
Element x y z (Å)
Sr  0.5060  -0.2502  1.5403  0.3959
C  1.9352  2.1398  3.1103  -0.4867
C  0.5135  1.7043  3.5610  -0.3669
S  0.3073  -0.0425  4.3092  0.0660
C  1.9093  -0.7722  3.6912  1.1665
C  1.8656  -2.1760  2.9666  -1.2451
S  2.7724  -2.0169  1.3383  0.1624
C  4.1674  -0.9567  1.8925  -0.5934
C  4.1326  0.6139  1.9446  -0.8794
S  2.7001  1.6922  1.4571  0.0720
H  2.6614  1.8243  3.8589  0.3369
H  1.9531  3.2284  3.0912  0.5523
H  -0.2691  1.8860  2.8014  -0.0341
H  0.2437  2.3569  4.3855  0.6940
H  2.6911  -0.7499  4.4449  0.5391
H  2.2305  -0.0848  2.9204  -2.4195
H  0.8330  -2.5297  2.7850  0.5213
H  2.3452  -2.9239  3.5916  0.4980
H  4.9594  -1.2442  1.2066  0.3809
H  4.4453  -1.3167  2.8815  0.6888
H  4.9401  0.9945  1.3246  0.4883
H  4.3468  0.9165  2.9693  0.4686
C  -2.6078  -2.9478  1.9088  -1.4251
Si  -1.8714  -1.9005  0.4786  0.6480
C  -1.2757  -3.2796  -0.7193  -1.3126
C  -3.4563  -1.2576  -0.3882  0.1094
C  -4.5457  -0.8142  0.3698  -0.1915
C  -5.6949  -0.3052  -0.2198  -0.5845
C  -5.7780  -0.1959  -1.6033  -0.6121
C  -4.7130  -0.6317  -2.3809  -0.7191
C  -3.5805  -1.1688  -1.7775  0.1652
H  -3.3665  -3.6475  1.5480  0.4075
H  -3.0552  -2.3326  2.6941  0.3155
H  -1.8195  -3.5381  2.3896  0.4061
H  -1.9366  -4.1474  -0.6380  0.3876
H  -0.2598  -3.6192  -0.4938  0.2881
H  -1.2639  -2.9701  -1.7659  0.3315
H  -4.5022  -0.8764  1.4535  0.2228
H  -6.5322  -0.0012  0.3978  0.5000
H  -6.6722  0.1976  -2.0695  0.4066
H  -4.7724  -0.5728  -3.4612  0.4311
H  -2.7763  -1.5239  -2.4124  0.2486
C  -4.5411  2.0817  5.2134  -0.9546
N  -4.1330  2.0657  3.8121  0.1345
C  -4.9884  2.3960  2.8183  -0.0411
C  -4.6124  2.3548  1.5244  -1.0334
C  -3.2770  1.9401  1.2627  0.5141
N  -2.4187  1.6483  2.2265  0.0901
C  -2.8205  1.6773  3.5289  0.0277
O  -2.0859  1.3866  4.4689  -0.6800
N  -2.8430  1.8517  -0.0191  -0.1515
H  -5.5089  2.5709  5.2884  0.3234
H  -3.8053  2.6226  5.8014  0.3064
H  -4.6098  1.0659  5.5985  0.3135
H  -5.9856  2.6815  3.1245  0.3572
H  -5.2986  2.5951  0.7282  0.5488
H  -3.5638  1.7348  -0.7184  0.2376
H  -2.0688  1.2125  -0.1465  -0.1281
C  -0.9623  1.3101  -4.9165  -1.4721
C  -1.2775  1.3736  -3.4284  0.7038
C  -0.1592  2.0024  -2.6025  -0.7948
N  1.1738  1.4743  -2.8900  -0.1465
C  1.6402  0.3004  -2.4690  -0.2330
S  0.7578  -0.8150  -1.6056  -0.0054
N  2.9404  0.0441  -2.9406  -0.0496
C  3.9529  -0.5504  -2.2112  0.2184
O  3.8954  -0.6792  -1.0059  -0.3764
C  5.1317  -0.9928  -3.0123  0.5955
C  5.6032  -0.2772  -4.1089  -0.3178
C  6.7180  -0.7244  -4.8017  -0.7585
C  7.3536  -1.8933  -4.4093  -0.4511
C  6.8849  -2.6078  -3.3146  -0.5917
C  5.7838  -2.1531  -2.6091  -0.4324
H  -1.8296  0.9687  -5.4795  0.4383
H  -0.1480  0.6136  -5.1213  0.2548
H  -0.6780  2.2893  -5.3097  0.3452
H  -1.4984  0.3783  -3.0431  -0.4174
H  -2.1727  1.9788  -3.2639  0.4738
H  -0.3449  1.8639  -1.5352  0.0064
H  -0.1054  3.0745  -2.7939  0.4898
H  1.8299  2.0926  -3.3409  0.2970
H  3.1231  0.2497  -3.9111  0.3021
H  5.1352  0.6526  -4.4118  0.3907
H  7.0917  -0.1587  -5.6441  0.4068
H  8.2199  -2.2448  -4.9534  0.3961
H  7.3806  -3.5197  -3.0105  0.4042
H  5.4107  -2.6959  -1.7507  0.4307

As for the total charge: +1. Its relative energy (zero: lowest compared OMol25 entry of this formula, charge and spin) is 265.2 kJ/mol.


6.
The following is a quantum chemistry calculation of a 2-piece molecular cluster, C3H11N2O overall in a non-equilibrium geometry, from the OMol25 dataset.

Each line ends with the Mulliken charge.
Element x y z (Å)
C  1.9961  -0.7751  -0.5377  -0.9648
C  1.5844  0.5829  -0.0051  -0.4732
N  0.2692  1.0483  -0.4493  -0.2024
C  -0.7864  0.9059  0.3031  0.2292
N  -1.9888  1.1820  -0.1832  -0.3525
H  1.4299  -1.0166  -1.4433  0.3043
H  3.0639  -0.8151  -0.7617  0.3584
H  1.7894  -1.5194  0.2286  0.2637
H  1.7075  0.6696  1.0705  0.3435
H  2.3806  1.3099  -0.2748  0.3428
H  0.2235  1.3668  -1.4039  0.2729
H  -0.7605  0.7387  1.3742  0.3477
H  -2.1324  1.1056  -1.1742  0.2342
H  -2.7931  1.0955  0.4191  0.2753
H  -0.7171  -3.0502  0.4031  0.3044
H  -1.2627  -2.4126  1.5579  0.3137
O  -0.9206  -2.1625  0.7047  -0.5972

As for the total charge: +1. Its relative energy (zero: lowest compared OMol25 entry of this formula, charge and spin) is 82.7 kJ/mol.


7.
The following is a quantum chemistry calculation of a 2-piece molecular cluster, C4H7NO overall, from the OMol25 dataset.

Each line ends with the Mulliken charge.
Element x y z (Å)
C  0.2966  -1.1498  2.1864  -0.8829
C  -0.1674  -1.5061  1.0128  0.6502
N  -0.6326  -1.8949  -0.0545  -0.5915
H  -0.2468  -0.4330  2.7901  0.2454
H  1.2283  -1.5637  2.5532  0.2498
H  -0.3217  -1.3169  -0.8401  0.3592
C  0.9742  0.8411  -1.1725  -0.7214
C  -0.3051  1.1883  -1.2861  -0.0415
O  -1.0525  1.5446  -0.2073  -0.4443
H  1.4614  0.8302  -0.2017  0.3026
H  1.5475  0.5734  -2.0523  0.2670
H  -0.8161  1.2018  -2.2492  0.2674
H  -1.9659  1.6848  -0.4788  0.3399

The SMILES is C=C=N.C=CO. Its relative energy (zero: lowest compared OMol25 entry of this formula, charge and spin) is 278.7 kJ/mol.


8.
The following is a quantum chemistry calculation of an isolated ion of composition C2H6Br2N and charge +1 in a non-equilibrium geometry, from the OMol25 dataset.

Each line ends with the Mulliken charge.
Element x y z (Å)
N  0.0526  -1.0101  0.7567  -0.2265
C  0.5915  -0.0946  -0.1894  -0.5252
Br  1.1057  -1.1091  -1.9955  -0.0559
C  -0.4622  1.0319  -0.4903  -0.6801
Br  -0.6759  2.0519  1.2345  -0.0803
H  0.5569  -1.9572  0.7229  0.4080
H  -0.0952  -0.3829  1.5424  0.3321
H  -0.9398  -1.1660  0.3196  0.4352
H  1.5485  0.2321  0.0987  0.5086
H  -1.4303  0.7175  -0.6624  0.4614
H  -0.2518  1.6864  -1.3371  0.4228

The SMILES is [NH3+][C@@H](Br)CBr. As for the total charge: +1. Its relative energy (zero: lowest compared OMol25 entry of this formula, charge and spin) is 47.1 kJ/mol.


Number 1: HOMO -0.3696 hartree, gap between HOMO and LUMO 0.307 Eh. Number 2: HOMO -0.3163 hartree, gap between HOMO and LUMO 0.256 Eh. Number 3: HOMO -0.2754 hartree, gap between HOMO and LUMO 0.308 Eh. Number 4: HOMO -0.1500 hartree, gap between HOMO and LUMO 0.190 Eh. Number 5: HOMO -0.3086 hartree, gap between HOMO and LUMO 0.228 Eh. Number 6: HOMO -0.5507 hartree, gap between HOMO and LUMO 0.426 Eh. Number 7: HOMO -0.3264 hartree, gap between HOMO and LUMO 0.352 Eh. Number 8: HOMO -0.5526 hartree, gap between HOMO and LUMO 0.380 Eh.